DFT (ωB97M-V/def2-TZVPD) results for a molecular structure, C40H37AsN4OPdS3.

The geometry in ORCA input format:
```
! wB97M-V def2-TZVPD RIJCOSX def2/J DEFGRID3
* xyz 2 5
Pd 0.06 1.52 0.20
C -2.02 2.21 -5.98
C -1.49 1.03 -5.18
N -0.18 1.29 -4.59
C -0.01 1.89 -3.39
S 1.59 2.17 -2.81
N -1.06 2.30 -2.74
N -0.89 2.75 -1.45
C -0.90 4.02 -1.26
C -0.96 5.01 -2.37
C -0.87 4.44 0.17
C -1.24 5.71 0.55
C -1.23 6.05 1.90
C -0.86 5.10 2.82
C -0.51 3.83 2.37
N -0.51 3.51 1.08
H -3.02 1.98 -6.37
H -1.38 2.43 -6.83
H -2.10 3.10 -5.36
H -1.39 0.14 -5.80
H -2.17 0.78 -4.36
H 0.64 1.19 -5.16
H -0.26 4.73 -3.16
H -0.71 6.01 -2.03
H -1.96 5.02 -2.81
H -1.56 6.43 -0.19
H -1.51 7.04 2.22
H -0.83 5.31 3.88
H -0.23 3.05 3.07
S 2.43 1.49 0.60
C 2.73 0.01 1.36
C 4.04 -0.52 1.27
C 4.35 -1.71 1.89
C 3.37 -2.37 2.63
C 2.08 -1.85 2.75
C 1.74 -0.68 2.12
As -0.02 0.13 2.25
C -0.05 0.67 4.08
C 1.06 1.34 4.60
C 1.05 1.78 5.91
C -0.08 1.57 6.70
C -1.19 0.92 6.18
C -1.18 0.48 4.86
C -1.29 -1.30 2.10
C -1.38 -2.30 3.06
C -2.29 -3.33 2.90
C -3.12 -3.37 1.79
C -3.04 -2.36 0.83
C -2.12 -1.33 0.98
H 4.79 0.02 0.71
H 5.34 -2.12 1.81
H 3.62 -3.30 3.13
H 1.35 -2.38 3.35
H 1.94 1.50 3.98
H 1.91 2.29 6.31
H -0.08 1.91 7.73
H -2.06 0.76 6.80
H -2.06 -0.02 4.46
H -0.77 -2.27 3.96
H -2.37 -4.11 3.66
H -3.84 -4.17 1.67
H -3.69 -2.38 -0.03
H -2.07 -0.55 0.23
O 0.18 -0.51 -0.77
S 1.12 -1.07 -1.83
C 1.83 -2.52 -1.08
C 3.09 -2.93 -1.50
C 3.60 -4.12 -0.99
C 2.87 -4.86 -0.08
C 1.61 -4.43 0.34
C 1.08 -3.25 -0.16
C 0.05 -1.83 -3.03
C -1.26 -2.10 -2.69
C -2.06 -2.76 -3.62
C -1.54 -3.13 -4.85
C -0.22 -2.84 -5.18
C 0.59 -2.18 -4.26
H 3.65 -2.34 -2.21
H 4.58 -4.46 -1.31
H 3.27 -5.79 0.31
H 1.04 -5.02 1.04
H 0.10 -2.90 0.15
H -1.65 -1.80 -1.72
H -3.09 -2.98 -3.38
H -2.17 -3.65 -5.57
H 0.18 -3.12 -6.14
H 1.62 -1.95 -4.50
*
```

ΔE to the lowest compared entry with this formula, charge and spin = 0.0 kcal/mol